Computed, not measured: C34H31ClN3ORu as an isolated structure in a non-equilibrium geometry, with ωB97M-V/def2-TZVPD.

Its orbital gap (spin up / spin down) is 5.049 / 6.897 eV. The spin multiplicity is 6. The value obtained for the energy relative to the best compared isomer or geometry (same formula, charge and spin) is 0.0 kJ/mol. The expectation value of S² is 8.84. The HOMO energy (spin up / spin down) comes out at -4.6911 / -7.8754 eV. The LUMO energy (spin up / spin down) is 0.36 / -0.98 eV.

```
71
Properties=species:S:1:pos:R:3:forces:R:3
Ru 0.20784 0.02634 -0.02446 0.76 -0.84 0.23
C -0.30101 -0.21088 4.25080 -0.50 0.06 -0.64
C -0.51776 -0.12280 2.89599 0.07 -0.05 0.73
N 0.52796 -0.03791 2.01217 -0.54 0.07 -0.69
C 1.80489 -0.07248 2.46763 0.74 -0.01 0.03
C 2.10268 -0.17014 3.84648 -0.91 0.03 -0.06
C 0.99782 -0.22718 4.75067 0.79 -0.01 0.13
C 3.44928 -0.20521 4.26163 0.73 0.01 -0.33
C 4.48644 -0.15252 3.35736 -0.22 -0.02 0.75
C 4.22492 -0.04968 1.98635 0.03 0.05 -0.76
C 5.23538 0.00789 0.99857 -0.30 -0.02 0.30
C 4.89381 0.09398 -0.32225 0.22 -0.01 -0.22
C 3.53505 0.13559 -0.68031 -0.18 0.03 0.27
N 2.57149 0.09205 0.20874 -0.22 -0.03 -0.59
C 2.87591 -0.00622 1.52493 0.01 -0.08 0.95
H -1.15422 -0.25763 4.91440 0.01 -0.02 0.00
H -1.51462 -0.09090 2.47758 0.02 0.00 -0.05
H 1.18603 -0.28569 5.81464 0.01 -0.01 -0.02
H 3.66447 -0.27803 5.32050 -0.03 -0.01 0.02
H 5.51326 -0.18661 3.70116 0.00 0.01 -0.02
H 6.27337 -0.01826 1.30796 0.02 -0.01 -0.02
H 5.65025 0.12501 -1.09471 -0.02 0.03 0.00
H 3.23626 0.21613 -1.71912 0.00 0.00 -0.04
N -0.22399 -0.06746 -2.18580 0.03 0.15 0.43
C 0.06921 1.06660 -3.02414 0.01 0.18 -0.19
C 0.53989 0.82695 -4.30962 0.03 -0.12 0.06
C 0.84953 1.86874 -5.16392 0.01 -0.01 0.03
C 0.68647 3.16964 -4.71548 0.01 0.00 -0.07
C 0.21553 3.40533 -3.43672 0.00 -0.02 -0.03
C -0.11928 2.36868 -2.55694 0.01 -0.08 -0.06
C -0.58643 2.73272 -1.19001 0.09 -0.05 0.13
C -1.36341 3.88963 -1.08184 0.00 -0.01 -0.05
C -1.66283 4.45137 0.14588 0.03 -0.01 0.07
C -1.13327 3.87858 1.29119 -0.02 0.09 -0.07
C -0.41972 2.69539 1.19758 0.07 -0.09 0.08
C -0.17939 2.03824 -0.02096 -0.40 0.33 -0.12
H 0.30504 -0.87275 -2.49996 -0.02 -0.14 0.05
H -1.20646 -0.32438 -2.24375 -0.06 0.02 -0.02
H 0.66301 -0.20016 -4.63697 -0.02 0.01 -0.01
H 1.21671 1.66359 -6.16046 0.01 0.01 0.00
H 0.93918 4.00107 -5.36061 -0.01 0.01 0.03
H 0.13209 4.42657 -3.09191 0.00 -0.01 0.03
H -1.75160 4.35225 -1.98105 0.02 0.01 -0.01
H -2.27975 5.33893 0.20432 0.00 0.00 -0.02
H -1.29287 4.33683 2.25922 -0.01 -0.02 0.00
H -0.03639 2.26930 2.11436 -0.08 -0.08 -0.02
Cl -4.69512 2.12829 -1.60486 0.04 0.08 -0.03
C -5.33752 0.87235 -0.60117 0.11 -0.19 0.11
C -6.68660 0.87348 -0.32630 -0.08 0.00 0.01
C -7.23899 -0.13142 0.46059 0.06 -0.01 0.00
C -6.42583 -1.14973 0.96023 -0.14 -0.01 0.03
C -5.08117 -1.15704 0.68816 0.17 0.07 -0.05
C -4.46558 -0.13602 -0.09129 -0.47 0.03 0.00
C -3.09691 -0.13574 -0.32234 0.17 0.00 -0.04
H -7.31244 1.65862 -0.72818 0.03 0.01 -0.01
H -8.29809 -0.11930 0.67887 0.00 0.00 -0.01
H -6.86149 -1.93270 1.56711 0.03 -0.01 -0.01
H -4.44660 -1.94604 1.07376 0.00 0.01 0.01
H -2.64116 0.68227 -0.85983 0.05 0.03 0.03
H -2.46989 -0.92436 0.07864 -0.03 0.00 -0.01
C 1.00088 -4.02073 -0.87863 -0.05 0.22 0.14
C 0.37862 -3.23170 0.27611 0.09 -0.49 0.28
C -0.92220 -3.88909 0.74070 0.15 0.19 -0.02
O 0.14919 -1.92299 -0.10899 -0.26 0.76 -0.58
H 1.24831 -5.03693 -0.56768 0.00 0.00 -0.02
H 1.91225 -3.52411 -1.21539 0.01 -0.03 -0.02
H 0.29380 -4.06999 -1.71046 0.02 -0.01 -0.02
H 1.08655 -3.24762 1.12168 -0.03 0.06 -0.04
H -1.63899 -3.91240 -0.08388 -0.01 -0.01 0.01
H -1.35026 -3.31770 1.56619 -0.02 -0.03 0.01
H -0.73664 -4.91042 1.07702 -0.04 -0.01 0.01
```
Positions in Å, forces in eV/Å.

Computed, not measured: C2H3CrFO as an isolated structure in a non-equilibrium geometry, with ωB97M-V/def2-TZVPD.

Its orbital gap (spin up / spin down) is 6.236 / 9.378 eV. The spin multiplicity is 6. The expectation value of S² is 8.76. The HOMO energy (spin up / spin down) comes out at -12.9009 / -15.8760 eV. As for the total charge: +1. The LUMO energy (spin up / spin down) is -6.66 / -6.50 eV.

```
8
Properties=species:S:1:pos:R:3:forces:R:3
H -0.00393 1.07680 -0.58452 -0.48 0.00 1.75
O -0.59129 0.78339 0.56919 5.78 0.18 -3.05
C 0.60068 -0.03546 0.85561 0.06 0.39 1.24
C 1.29610 0.20862 -0.44682 -1.49 -3.60 -1.98
Cr -2.34592 0.45855 0.75116 -3.63 -0.58 0.37
H 0.35553 -1.09748 1.03143 0.12 0.54 0.10
H 1.15269 0.46149 1.67190 -0.17 -0.54 -0.08
F 1.56150 -1.00913 -1.06602 -0.20 3.61 1.64
```
Positions in Å, forces in eV/Å.

Computed, not measured: C37H32BrCoF3N4O3 as an isolated structure, with ωB97M-V/def2-TZVPD.

Its orbital gap (spin up / spin down) is 5.242 / 5.570 eV. The spin multiplicity is 5. The value obtained for the energy relative to the best compared isomer or geometry (same formula, charge and spin) is 524.3 kJ/mol. The expectation value of S² is 6.09. The HOMO energy (spin up / spin down) comes out at -2.7219 / -3.2976 eV. As for the total charge: -1. The LUMO energy (spin up / spin down) is 2.52 / 2.27 eV.

```
81
Properties=species:S:1:pos:R:3:forces:R:3
Co -0.22042 0.06788 0.79313 -0.16 -0.42 0.23
C -0.66916 0.98433 -3.37880 0.04 0.04 0.10
C -0.78002 0.81501 -1.89278 -0.14 0.17 -0.04
N -0.09315 -0.12052 -1.20283 -0.11 -0.39 0.02
N 0.59708 -0.98772 -1.93481 0.24 -0.02 -0.22
C 1.12985 -2.03648 -1.39423 -0.16 0.30 0.21
O 0.72422 -2.24990 -0.04720 -0.24 -0.15 -0.16
C 1.95151 -2.93690 -2.20195 0.14 -0.20 -0.20
C 2.53977 -4.15501 -1.80931 -0.16 0.23 -0.03
C 3.30956 -4.90076 -2.69224 0.05 -0.05 -0.02
C 3.52454 -4.48452 -3.99398 -0.03 0.03 0.03
C 2.94368 -3.28872 -4.40726 0.02 -0.03 -0.02
C 2.18356 -2.53488 -3.53958 -0.02 0.03 0.17
C -1.67844 1.60548 -1.12429 0.15 -0.22 -0.04
C -2.36313 2.72193 -1.65673 -0.10 0.13 -0.03
C -3.24448 3.41872 -0.86718 0.08 -0.05 -0.14
C -3.45486 3.01148 0.45273 -0.09 -0.05 0.06
C -2.73879 1.92498 0.91769 -0.09 0.03 0.01
N -1.87489 1.23179 0.17956 0.21 0.15 -0.12
H -0.16246 0.12348 -3.80491 0.00 0.00 -0.04
H -0.09274 1.87936 -3.64003 -0.01 -0.02 -0.02
H -1.65611 1.07584 -3.83939 0.02 0.02 0.00
H 2.41395 -4.55604 -0.82191 -0.05 0.01 0.21
H 3.75038 -5.82727 -2.34188 -0.03 0.02 0.01
H 4.12775 -5.07314 -4.67341 0.00 0.00 0.01
H 3.09037 -2.94079 -5.42322 -0.02 0.02 0.02
H 1.74142 -1.60740 -3.86955 0.02 0.03 -0.01
H -2.16527 3.03041 -2.67523 -0.03 0.00 0.04
H -3.76669 4.28139 -1.26460 0.02 -0.01 0.00
H -4.14841 3.52824 1.10136 0.05 0.00 0.02
H -2.86677 1.58927 1.94051 0.11 0.00 0.02
F 2.90972 -5.80501 4.56666 0.08 0.00 -0.05
C 3.62407 -5.48930 3.44856 -0.01 -0.06 0.06
F 3.94939 -6.69693 2.90250 0.00 0.04 0.05
F 4.77864 -4.93677 3.87088 -0.05 -0.05 0.01
C 2.88589 -4.62195 2.52030 0.02 0.22 -0.06
C 3.36472 -3.33985 2.14188 -0.09 -0.19 0.02
C 2.65132 -2.57711 1.28036 0.20 0.18 -0.19
N 1.47196 -3.05889 0.75626 0.38 -0.15 -0.11
C 0.94547 -4.27294 1.13407 -0.19 -0.03 0.01
C 1.63583 -5.05239 1.99575 0.07 -0.06 0.11
H 4.29064 -2.95434 2.54247 -0.01 0.02 -0.03
H 2.94654 -1.59870 0.92875 -0.05 -0.05 0.02
H -0.00939 -4.52815 0.70050 0.03 0.05 0.00
H 1.22060 -6.00549 2.29539 -0.03 0.02 -0.05
Br 3.51185 1.32798 -1.92144 -0.12 -0.07 0.13
C 3.27038 2.22164 -0.25514 0.18 -0.04 -0.23
C 4.34697 2.91753 0.26633 -0.03 0.03 0.07
C 4.16462 3.64431 1.43462 0.02 -0.01 0.01
C 2.92762 3.66312 2.05703 0.04 -0.12 0.07
C 1.87302 2.90973 1.55076 0.07 -0.10 0.02
C 2.04080 2.18791 0.37376 -0.18 0.09 0.18
C 0.54366 3.06430 2.24690 -0.13 -0.04 -0.06
O 0.14258 4.20016 2.40864 0.02 0.07 0.04
O -0.16835 2.06090 2.69774 -0.09 0.04 0.59
H 5.30185 2.90214 -0.24075 -0.01 0.02 -0.01
H 4.99021 4.21026 1.84769 -0.01 0.00 0.00
H 2.76395 4.26014 2.94453 0.01 0.02 0.00
H 1.20934 1.62616 -0.03654 0.12 0.03 -0.15
C 2.43180 0.15712 3.63350 -0.09 0.10 -0.06
C 0.92420 0.07000 3.91264 0.03 0.13 -0.09
C 0.57937 -1.41731 4.00674 0.00 -0.10 0.02
C 0.02171 0.55449 2.74963 0.14 0.26 -0.29
C 0.61229 0.80208 5.22120 -0.01 -0.06 0.10
C 0.95483 2.14723 5.38684 0.04 0.00 0.01
C 0.63628 2.84766 6.53971 0.03 0.00 -0.01
C -0.01662 2.21494 7.58863 0.00 -0.04 -0.03
C -0.33166 0.87156 7.46271 -0.01 0.03 0.03
C -0.02259 0.17959 6.29727 -0.05 0.02 -0.01
H 2.64854 -0.30254 2.66710 -0.01 0.11 0.07
H 2.98939 -0.37633 4.41024 -0.01 0.02 -0.02
H 2.79172 1.18476 3.61680 0.02 0.04 -0.08
H 0.75287 -1.87808 3.03434 0.01 -0.03 0.05
H -0.47088 -1.57782 4.26248 0.04 -0.01 -0.03
H 1.20660 -1.92149 4.74666 -0.04 -0.01 0.01
H -0.98575 0.30144 3.10801 -0.04 0.09 -0.03
H 1.48572 2.67019 4.60432 -0.02 0.00 -0.04
H 0.90171 3.89589 6.61434 -0.01 -0.02 0.00
H -0.26991 2.75934 8.49034 0.01 -0.01 -0.01
H -0.82279 0.35140 8.27761 0.00 0.00 -0.03
H -0.28741 -0.86782 6.24505 0.01 0.02 -0.04
```
Positions in Å, forces in eV/Å.

Question: The highest expectation value of S² belongs to which entry?
Answer: C34H31ClN3ORu